(1)
C4H6N2O2 as an isolated structure, computed with ωB97M-V with the def2-TZVPD basis set.

```
14
Properties=species:S:1:pos:R:3:forces:R:3
C 1.27892 -1.00877 -0.39676 -2.191 2.938 2.016
C 1.61531 -0.02070 0.45660 -1.955 -2.407 -3.465
C -0.17566 -0.89461 -0.80654 -0.814 0.645 2.094
C -0.65832 0.52364 -0.58919 3.842 -1.345 3.812
N 0.91967 1.09659 0.38910 -5.011 2.286 -1.315
N -1.69480 0.66263 0.47339 0.590 -0.009 0.932
O -2.18582 1.77038 0.62140 -0.027 -0.479 -0.370
O -1.85770 -0.28702 1.22141 -0.446 0.427 -0.192
H 1.74006 -1.89086 -0.48946 1.852 -3.046 -0.353
H 2.39647 -0.00429 1.06397 3.624 -0.132 2.527
H -0.23691 -1.26420 -1.76135 -0.743 -0.437 -2.625
H -0.89883 -1.47219 -0.15596 1.221 0.005 -0.623
H -0.86064 1.23543 -1.28546 -0.161 1.842 -2.089
H 0.61826 1.55397 1.25885 0.220 -0.289 -0.350
```
Forces are in eV/Å.

The HOMO energy (spin up / spin down) comes out at -8.337 / -8.336 eV. Its total charge is 0.

Mulliken population analysis, charges in e, atoms 1 to 5:
1. C -0.726
2. C -0.240
3. C -0.714
4. C -0.047
5. N -0.477



(2)
One molecule with the formula C16H19N3OS, computed with ωB97M-V with the def2-TZVPD basis set.

```
40
Properties=species:S:1:pos:R:3:forces:R:3
C -3.93701 -0.52433 1.28384 0.107 -0.063 0.145
C -2.69259 0.24633 1.73108 -0.153 -0.072 -0.086
C -2.14128 1.03181 0.57649 0.240 -0.082 0.047
C -2.66609 2.28309 0.27473 0.037 0.050 -0.040
C -2.23996 2.99515 -0.83037 -0.102 0.041 0.016
C -1.27917 2.45829 -1.67028 0.117 -0.027 -0.063
C -0.73985 1.21902 -1.38424 0.010 0.031 0.073
C -1.16198 0.51164 -0.26678 -0.201 0.357 -0.004
N -0.55569 -0.74686 0.02383 0.233 -0.082 -0.114
C 0.61165 -0.77111 0.90378 0.263 0.006 0.529
N 1.62153 -1.68424 0.43909 0.055 -0.090 0.095
C 2.30758 -1.23030 -0.77415 0.160 0.124 0.120
C 3.14671 -0.03185 -0.48387 -0.683 0.456 -0.438
C 2.90165 1.30702 -0.59546 0.035 -0.650 -0.074
C 4.07236 1.96335 -0.14329 0.458 -0.269 0.219
C 4.93733 0.97592 0.21028 -0.020 0.893 -0.008
O 4.38752 -0.23102 0.00833 0.064 -0.533 0.063
C 1.04152 -2.99606 0.32658 0.134 -0.173 0.449
N -0.16721 -2.96929 -0.48005 0.226 0.122 0.064
C -0.88266 -1.84010 -0.69662 -0.231 -0.359 -0.112
S -2.11675 -1.84887 -1.80050 -0.489 -0.087 -0.536
H -3.69444 -1.17788 0.44956 -0.019 -0.051 -0.072
H -4.71230 0.16496 0.95820 -0.106 0.054 -0.036
H -4.32549 -1.12761 2.10112 -0.102 -0.057 0.074
H -2.95749 0.92634 2.54390 0.097 -0.016 0.018
H -1.94961 -0.45909 2.10464 0.004 0.056 0.068
H -3.42774 2.69790 0.91936 -0.079 0.048 0.086
H -2.66459 3.96472 -1.04399 -0.038 0.085 -0.012
H -0.95293 2.99981 -2.54543 0.028 0.046 -0.074
H -0.00354 0.77820 -2.04099 0.052 -0.068 -0.053
H 0.31540 -1.08596 1.91399 0.034 0.094 -0.121
H 1.02370 0.23940 0.95765 -0.115 -0.134 0.013
H 2.96322 -2.04206 -1.09693 -0.089 0.030 -0.083
H 1.60470 -0.99752 -1.58725 0.112 -0.025 0.015
H 2.00766 1.77287 -0.95830 -0.239 0.003 -0.091
H 4.23879 3.01950 -0.09345 0.119 0.208 0.046
H 5.93572 1.00247 0.59924 0.136 -0.109 0.050
H 0.80634 -3.34982 1.34189 0.103 0.028 -0.188
H 1.76165 -3.68513 -0.12203 -0.085 0.063 0.036
H -0.41664 -3.75869 -1.05363 -0.071 0.151 -0.020
```
Forces are in eV/Å.

The HOMO energy comes out at -7.886 eV. Its total charge is 0.

Mulliken population analysis, charges in e, atoms 1 to 5:
1. C -1.081
2. C -0.606
3. C 0.421
4. C -0.603
5. C -0.643



(3)
One molecule with the formula C15H20N2O2, computed with ωB97M-V with the def2-TZVPD basis set.

```
39
Properties=species:S:1:pos:R:3:forces:R:3
C -5.57831 -1.23284 0.37848 -0.176 -0.136 -0.102
O -4.52648 -0.48631 0.94000 0.285 0.200 0.070
C -3.52772 -0.05089 0.12370 0.097 0.035 -0.011
C -3.43501 -0.31723 -1.23738 -0.323 -0.163 0.164
C -2.36250 0.18013 -1.96054 0.135 0.135 -0.012
C -1.38245 0.93537 -1.34860 0.011 -0.030 -0.055
C -1.46805 1.20568 0.01448 -0.193 0.016 0.123
C -0.40237 2.06280 0.67831 -0.024 -0.309 0.065
O -0.55432 3.42108 0.32989 0.078 0.245 -0.064
C 0.95930 1.54986 0.31927 0.051 0.458 -0.036
C 1.94912 2.08628 -0.45606 -0.484 0.020 0.265
N 2.99318 1.22378 -0.54031 0.545 -0.313 -0.147
C 2.66439 0.17242 0.16421 0.095 0.005 0.092
C 3.51592 -1.04641 0.30995 0.086 -0.145 -0.099
C 4.97897 -0.68699 0.06381 -0.185 -0.052 0.138
C 3.05095 -2.12080 -0.68019 0.042 0.044 0.245
N 1.42366 0.31644 0.71542 0.162 0.345 -0.257
C 0.69755 -0.60631 1.54036 -0.252 -0.323 0.153
C -2.53633 0.71434 0.74000 -0.056 -0.030 -0.074
H -6.10927 -0.66366 -0.39117 0.030 -0.026 0.020
H -6.25914 -1.44681 1.20084 0.018 -0.012 -0.094
H -5.22034 -2.17565 -0.04815 -0.013 0.048 0.003
H -4.18431 -0.90497 -1.74344 -0.084 -0.065 -0.003
H -2.29631 -0.03134 -3.01753 -0.002 -0.022 -0.087
H -0.54451 1.30688 -1.92091 0.116 -0.005 -0.049
H -0.54201 2.04041 1.76678 -0.028 -0.068 -0.140
H -0.42192 3.50715 -0.62099 -0.037 -0.003 -0.017
H 1.98887 3.04006 -0.94347 -0.106 0.244 -0.024
H 3.41633 -1.43701 1.33047 0.003 0.029 -0.078
H 5.08553 -0.24929 -0.92376 0.065 0.046 -0.088
H 5.31654 0.04277 0.79451 0.101 0.087 0.025
H 5.60324 -1.57469 0.13521 0.058 -0.093 0.006
H 3.15934 -1.75158 -1.69693 -0.005 0.036 -0.122
H 3.65297 -3.02005 -0.57010 0.033 -0.123 -0.021
H 2.00671 -2.37991 -0.51724 -0.115 -0.071 -0.039
H -0.15852 -1.01607 0.99784 0.066 -0.022 0.070
H 1.34986 -1.42227 1.84328 -0.027 0.045 0.009
H 0.32783 -0.10000 2.43408 0.030 -0.067 0.000
H -2.63038 0.91563 1.79590 0.000 0.041 0.171
```
Forces are in eV/Å.

The HOMO energy comes out at -8.217 eV. Its total charge is 0.

Mulliken population analysis, charges in e, atoms 1 to 5:
1. C -0.871
2. O -0.416
3. C 0.537
4. C -0.382
5. C -0.999



(4)
C28H26N4O2PRuS3 as an isolated structure, computed with ωB97M-V with the def2-TZVPD basis set.

```
65
Properties=species:S:1:pos:R:3:forces:R:3
Ru -0.67113 -0.98687 -1.30119 0.026 -0.072 -0.519
O 1.48711 -0.75135 -1.35312 0.185 -0.033 -0.014
N 2.36257 -1.74281 -1.37729 -0.011 0.298 0.043
C 3.67442 -1.39492 -1.34156 -0.094 -0.059 -0.014
C 4.64562 -2.35037 -1.35809 0.031 -0.001 0.012
C 4.26411 -3.69692 -1.41020 0.055 -0.006 -0.002
C 2.93476 -4.02121 -1.44249 -0.108 -0.072 -0.002
C 1.94081 -3.02656 -1.42317 0.099 -0.017 -0.018
S 0.26091 -3.34062 -1.44277 0.075 -0.210 0.101
H 3.84641 -0.32957 -1.30746 -0.003 0.002 0.006
H 5.68239 -2.04905 -1.33127 -0.004 -0.028 -0.004
H 5.01305 -4.47703 -1.42532 -0.008 0.011 0.000
H 2.60434 -5.04924 -1.48187 0.012 0.007 0.002
S -2.49123 0.29860 -3.77247 -0.223 0.162 -0.254
C -1.44179 -0.64115 -3.20532 0.143 -0.107 0.134
C -5.10294 -3.81090 2.64916 0.033 -0.055 -0.013
C -5.12967 -2.54323 1.79762 0.028 0.084 -0.069
C -4.25625 -2.61317 0.58435 -0.046 0.098 0.217
N -3.26207 -1.83113 0.37575 0.189 0.011 -0.313
N -2.60422 -2.09194 -0.81819 -0.151 0.094 0.507
C -3.13559 -3.09415 -1.47481 0.140 -0.040 -0.220
N -2.69465 -3.55260 -2.66026 -0.061 0.074 -0.048
S -4.49917 -3.78237 -0.68120 -0.143 -0.130 0.027
H -5.84143 -3.74253 3.44604 0.022 0.012 0.016
H -4.12241 -3.95597 3.10345 -0.001 -0.004 -0.022
H -5.33323 -4.70181 2.06217 -0.028 0.030 -0.008
H -4.77692 -1.68470 2.37000 -0.036 -0.007 0.013
H -6.15123 -2.31934 1.48322 -0.014 -0.029 -0.018
H -1.78412 -3.25682 -2.98145 0.011 0.019 0.028
H -3.04801 -4.42074 -3.02077 -0.003 -0.002 0.013
O -0.38806 1.31358 -1.46012 0.219 0.264 0.668
P 0.32168 1.94991 -0.26287 -0.360 -0.293 -0.603
C 1.93397 2.58571 -0.68379 0.158 0.174 -0.199
C 2.50981 2.20196 -1.89503 0.064 0.028 0.085
C 3.75682 2.69870 -2.24949 -0.032 -0.017 0.019
C 4.42641 3.57044 -1.40059 0.002 0.000 -0.025
C 3.84969 3.96320 -0.19975 -0.037 -0.025 -0.013
C 2.59798 3.48232 0.15410 0.037 -0.037 0.008
C 0.50537 0.69013 0.99374 0.038 -0.100 0.043
C -0.62564 -0.11175 1.19447 0.070 0.071 0.556
C -0.52456 -1.25281 1.98388 -0.001 0.054 -0.063
C 0.69501 -1.59320 2.55469 -0.009 -0.041 0.013
C 1.80713 -0.78598 2.36767 0.008 0.026 -0.035
C 1.71703 0.35465 1.57785 -0.008 -0.077 -0.002
C -0.62086 3.28922 0.44753 -0.203 0.143 0.041
C -1.32163 4.14208 -0.40860 0.038 0.000 0.065
C -2.04306 5.20225 0.11554 0.013 -0.013 0.001
C -2.06924 5.41547 1.48859 -0.001 0.001 0.009
C -1.37898 4.56866 2.34352 0.006 -0.015 -0.058
C -0.65739 3.50225 1.82443 0.004 0.018 0.009
H 1.97871 1.51851 -2.54301 -0.029 -0.011 -0.004
H 4.20291 2.41143 -3.19324 -0.009 0.007 0.011
H 5.39631 3.95889 -1.68401 -0.008 -0.009 0.011
H 4.36816 4.65448 0.45110 -0.012 -0.002 0.002
H 2.13962 3.81185 1.07975 -0.014 -0.005 -0.015
H -1.60342 0.21900 0.85063 -0.034 -0.100 -0.092
H -1.40120 -1.86242 2.14378 -0.030 -0.034 0.005
H 0.77402 -2.48980 3.15559 0.002 0.011 0.003
H 2.75222 -1.05356 2.82252 -0.006 0.008 -0.004
H 2.59598 0.95905 1.39055 -0.005 -0.003 0.010
H -1.30487 3.97036 -1.47794 0.011 -0.023 0.007
H -2.58727 5.86416 -0.54506 0.005 -0.010 0.001
H -2.63514 6.24423 1.89407 0.006 -0.006 -0.009
H -1.40758 4.73360 3.41234 0.005 -0.008 -0.006
H -0.13040 2.83389 2.49569 -0.004 -0.009 -0.017
```
Forces are in eV/Å.

The spin multiplicity is 5. The HOMO energy (spin up / spin down) comes out at -10.028 / -10.634 eV. Its total charge is +1. The expectation value of S² is 6.0393.

Mulliken population analysis, charges in e, atoms 1 to 5:
1. Ru 0.680
2. O -0.315
3. N 0.453
4. C -0.211
5. C -0.808



(5)
One molecule with the formula C3H6O2S2, computed with ωB97M-V with the def2-TZVPD basis set.

```
13
Properties=species:S:1:pos:R:3:forces:R:3
C -2.93413 0.72124 0.31137 0.929 -1.500 -0.301
O -1.56028 0.86643 0.75789 0.073 0.946 0.802
C -0.61030 0.36304 0.00431 2.092 -0.975 -1.736
O -0.66783 -0.17689 -1.08686 -0.436 1.159 1.591
S 0.96855 0.34614 1.08216 -1.579 0.520 1.576
S 2.88662 0.54990 0.43101 -0.875 0.146 -0.528
C 2.86540 -1.01805 -0.52319 3.999 2.500 0.717
H -3.36920 0.00153 0.99489 -0.021 -0.670 -0.304
H -2.73053 0.35267 -0.70394 -1.481 0.161 0.100
H -3.57942 1.57143 0.46254 0.677 0.925 -0.438
H 2.40844 -0.63871 -1.37959 -0.474 -0.814 -1.829
H 2.38674 -1.61439 0.12714 -2.180 -2.484 1.463
H 3.93596 -1.32434 -0.47773 -0.723 0.086 -1.113
```
Forces are in eV/Å.

The HOMO energy comes out at -8.846 eV. Its total charge is 0.

Mulliken population analysis, charges in e, atoms 1 to 5:
1. C -0.591
2. O -0.303
3. C 0.714
4. O -0.531
5. S -0.166



(6)
One molecule with the formula C9H7N3, computed with ωB97M-V with the def2-TZVPD basis set.

```
19
Properties=species:S:1:pos:R:3:forces:R:3
C 0.40427 -1.29973 -3.23591 2.230 -0.351 -2.605
C -0.22962 -1.28960 -2.00148 -0.874 0.259 0.599
C 0.11728 -0.79320 -0.74736 -1.742 -0.567 -1.641
C -1.13431 -0.88696 -0.08911 2.479 2.032 3.142
C -0.67247 -0.18743 1.52873 -2.758 -5.903 -1.696
C -0.12242 0.99816 1.73184 3.653 3.000 1.461
C 1.21147 -0.06962 -0.02518 1.026 -2.167 -0.731
C 0.86768 -0.23364 1.50212 -0.597 1.401 -0.235
C -0.09628 2.40688 2.24909 1.748 -2.973 0.098
N 0.98076 -1.34205 -4.24684 -0.925 0.142 1.410
N -2.10613 -1.40129 -0.76227 -0.481 0.243 -0.324
N -1.58857 -1.60341 -2.01497 0.262 0.398 2.498
H 2.21054 -0.43773 -0.37327 -0.676 0.221 0.660
H 1.13832 0.97085 -0.30221 0.246 0.348 0.068
H 1.58855 -0.75953 2.26120 -1.502 1.595 -1.384
H -0.01418 2.96808 1.38681 0.563 1.860 -1.630
H 0.61795 2.67576 3.02538 0.353 -0.318 -0.303
H -1.01553 2.54763 2.62315 -3.520 0.963 1.523
H -2.15731 -2.26316 -2.50970 0.513 -0.181 -0.912
```
Forces are in eV/Å.

The spin multiplicity is 3. The HOMO energy (spin up / spin down) comes out at -6.517 / -9.604 eV. Its total charge is 0. The expectation value of S² is 2.0068.

Mulliken population analysis, charges in e, atoms 1 to 5:
1. C 0.247
2. C -0.306
3. C 0.761
4. C 0.278
5. C -0.365



Listing ΔE to the lowest compared entry with this formula, charge and spin for the structures above in their given order: 623.05 152.42 153.71 0.00 201.87 0.00 kJ/mol.
Listing maximum force for the structures above in their given order: 5.66 0.93 0.65 0.76 4.77 6.73 eV/A.
Listing energy for the structures above in their given order: -415.803313 -1258.782123 -843.568121 -3082.630858 -1064.708752 -511.093653 Ha.